[1]
{
  "formula": "C24H25F4N2O2Pt",
  "method": "ωB97M-V with the def2-TZVPD basis set",
  "elements": ["Pt", "C", "C", "N", "C", "C", "C", "C", "N", "C", "C", "F", "C", "F", "C", "C", "F", "C", "F", "H", "H", "H", "H", "H", "H", "H", "H", "H", "H", "H", "H", "H", "H", "H", "C", "C", "O", "O", "H", "H", "H", "C", "C", "C", "C", "C", "C", "C", "C", "C", "C", "H", "H", "H", "H", "H", "H", "H"],
  "positions_angstrom": [[0.2726, 0.1828, -0.2726], [0.5894, 1.9957, 2.8435], [-0.4914, 0.9181, 2.8841], [-0.1051, -0.3356, 2.2190], [1.0615, -0.8830, 2.9198], [1.5646, -2.2298, 2.4166], [-1.2498, -1.2215, 2.1386], [-1.2842, -2.1769, 0.9477], [-1.1009, -1.5104, -0.3487], [-1.2245, -2.2400, -1.4829], [-1.0554, -1.6609, -2.7767], [-0.7612, -0.3619, -2.8910], [-1.1924, -2.3591, -3.9481], [-0.9983, -1.7021, -5.1084], [-1.5355, -3.6977, -3.9928], [-1.7286, -4.2884, -2.7687], [-2.0816, -5.5906, -2.7186], [-1.5814, -3.6178, -1.5757], [-1.8071, -4.3618, -0.4612], [0.1291, 2.9819, 2.9497], [1.1140, 1.9638, 1.8876], [1.3234, 1.8744, 3.6446], [-1.3768, 1.2926, 2.3759], [-0.7646, 0.7074, 3.9341], [0.8318, -0.9604, 3.9991], [1.8658, -0.1579, 2.7972], [0.8927, -3.0470, 2.6863], [2.5366, -2.4345, 2.8745], [1.6896, -2.2168, 1.3320], [-2.1345, -0.5881, 2.0489], [-1.3522, -1.8084, 3.0661], [-2.2701, -2.6411, 1.0010], [-0.5558, -2.9771, 1.0835], [-1.6429, -4.2365, -4.9228], [4.2132, -0.4727, -0.3944], [2.7241, -0.2432, -0.3608], [1.9467, -1.1552, -0.7597], [2.2750, 0.8748, 0.0419], [4.4277, -1.5042, -0.6662], [4.6403, -0.2430, 0.5819], [4.6638, 0.1998, -1.1273], [0.4833, 5.6814, -0.9844], [1.3646, 4.5759, -1.0781], [0.9035, 3.3099, -0.8516], [-0.4650, 3.0666, -0.5297], [-0.9528, 1.7404, -0.2990], [-2.3004, 1.5810, -0.0802], [-3.1876, 2.6827, -0.0346], [-2.7251, 3.9571, -0.1960], [-1.3496, 4.1778, -0.4615], [-0.8335, 5.4841, -0.6841], [0.8566, 6.6835, -1.1591], [2.4047, 4.7399, -1.3363], [1.5716, 2.4612, -0.9189], [-2.7019, 0.5833, 0.0504], [-4.2434, 2.5080, 0.1385], [-3.3968, 4.8079, -0.1365], [-1.5144, 6.3275, -0.6228]],
  "forces_ev_per_a": [[-0.5, -1.2, -1.1], [0.0, -0.1, 0.0], [0.2, -0.1, -0.1], [0.3, 0.1, 1.2], [-0.3, -0.1, -0.2], [0.0, 0.0, 0.0], [0.0, 0.1, -0.2], [0.1, 0.1, -0.3], [0.1, 1.0, -0.3], [-0.2, 0.0, 0.3], [0.0, 0.0, 0.2], [0.0, 0.3, 0.0], [0.0, -0.1, 0.1], [0.0, 0.1, -0.1], [0.0, 0.0, -0.2], [0.0, 0.0, 0.0], [0.0, -0.2, 0.0], [0.1, 0.2, 0.1], [0.0, -0.1, 0.1], [0.1, -0.1, 0.0], [0.0, 0.1, 0.0], [0.0, 0.0, 0.0], [0.0, 0.0, 0.0], [-0.1, 0.0, 0.0], [0.1, 0.0, 0.1], [0.0, 0.0, 0.1], [0.0, 0.0, 0.0], [0.0, 0.0, 0.0], [0.0, -0.1, 0.1], [0.0, 0.0, 0.1], [-0.1, -0.1, 0.0], [-0.1, -0.1, 0.0], [0.1, 0.0, 0.0], [0.0, 0.0, 0.1], [0.0, 0.1, 0.0], [0.4, -0.6, -0.4], [0.4, 0.3, 0.7], [0.2, 0.0, -0.1], [0.0, 0.0, 0.0], [0.0, 0.0, 0.0], [0.0, 0.0, 0.1], [0.1, -0.1, 0.0], [-0.2, 0.1, 0.0], [-0.2, 0.1, 0.0], [0.1, 0.2, 0.0], [0.0, -0.5, 0.4], [-0.4, 0.3, -0.1], [0.1, -0.1, 0.0], [0.1, 0.1, 0.0], [0.1, 0.0, 0.0], [0.0, -0.1, 0.0], [0.0, 0.0, 0.0], [0.0, 0.0, 0.0], [-0.1, 0.3, -0.1], [0.0, 0.0, 0.0], [0.0, 0.0, 0.0], [0.0, 0.0, 0.0], [0.0, 0.0, 0.0]],
  "total_charge": -1,
  "mol_weight_da": 644.55,
  "e_homo_ha": -0.1391,
  "de_lowest_ev": 0.955
}



[2]
{
  "formula": "C19H30N6O6S2SiW",
  "method": "ωB97M-V with the def2-TZVPD basis set",
  "elements": ["W", "O", "N", "C", "C", "C", "C", "C", "S", "H", "H", "H", "H", "C", "C", "C", "C", "C", "C", "N", "N", "Si", "C", "C", "C", "H", "H", "H", "H", "H", "H", "H", "H", "H", "H", "H", "H", "H", "H", "H", "N", "N", "C", "O", "O", "H", "H", "H", "O", "S", "C", "C", "C", "C", "H", "H", "H", "H", "H", "H", "H", "H", "O", "N", "O"],
  "positions_angstrom": [[0.4416, 0.1451, 0.1078], [2.2110, 1.1940, -0.4765], [2.6751, 2.2372, 0.2215], [4.0152, 2.3980, 0.2067], [4.6006, 3.4658, 0.8063], [3.7728, 4.4055, 1.4503], [2.4172, 4.2148, 1.4653], [1.8231, 3.1021, 0.8368], [0.1562, 2.8002, 0.7972], [4.5444, 1.6168, -0.3155], [5.6736, 3.5733, 0.7755], [4.2037, 5.2698, 1.9361], [1.7480, 4.9030, 1.9600], [3.8894, -1.2959, 0.8854], [2.8039, -2.2000, 0.4027], [2.9346, -3.5752, 0.3878], [1.8688, -4.3636, -0.0515], [0.6945, -3.7968, -0.4931], [0.6315, -2.3963, -0.5113], [1.6769, -1.6493, -0.0801], [-0.3784, -1.5616, -0.8245], [-1.8628, -2.0060, -1.6575], [-2.9908, -2.9178, -0.4416], [-2.7381, -0.5088, -2.3797], [-1.4003, -3.1693, -3.0781], [4.8012, -1.8657, 1.0543], [3.5929, -0.8027, 1.8103], [4.0764, -0.5156, 0.1493], [3.8527, -4.0290, 0.7316], [1.9659, -5.4417, -0.0234], [-0.1547, -4.3937, -0.7870], [-3.1960, -2.3067, 0.4382], [-2.5559, -3.8570, -0.0955], [-3.9483, -3.1509, -0.9162], [-3.8208, -0.6388, -2.2933], [-2.5050, -0.4040, -3.4417], [-2.4531, 0.4161, -1.8915], [-1.1970, -4.1935, -2.7684], [-0.5244, -2.7952, -3.6122], [-2.2236, -3.2034, -3.7959], [2.0132, -0.4080, -2.7028], [1.2562, 0.4855, -3.4465], [0.2622, 1.2616, -2.8505], [-0.2665, 2.1358, -3.4996], [-0.1128, 0.9107, -1.6438], [2.9048, -0.0201, -2.4290], [2.1288, -1.2733, -3.2084], [1.6490, 0.9157, -4.2662], [-1.8321, 0.7746, 0.3043], [-2.9525, 0.5393, 1.2846], [-4.1118, 1.9083, 1.0287], [-4.8120, 2.0215, 2.3739], [-3.7254, 1.9323, 3.4670], [-2.4774, 1.2522, 2.8856], [-4.7643, 1.6766, 0.1895], [-3.5042, 2.7831, 0.7884], [-5.5278, 1.2042, 2.4832], [-5.3784, 2.9493, 2.4400], [-4.0989, 1.3868, 4.3321], [-3.4532, 2.9294, 3.8117], [-2.0610, 0.4619, 3.5036], [-1.6768, 1.9551, 2.6546], [-0.3717, -0.8582, 1.8213], [0.2759, 0.1728, 2.3730], [1.5144, 0.1995, 1.8166]],
  "forces_ev_per_a": [[-0.4, 0.0, -0.4], [-0.3, -0.3, 0.0], [-0.1, 0.2, 0.1], [-0.1, -0.1, 0.0], [0.0, 0.3, 0.2], [0.0, -0.2, -0.1], [0.2, 0.1, 0.0], [0.0, -0.2, 0.0], [0.1, -0.4, -0.1], [0.0, 0.0, 0.0], [0.0, 0.0, 0.0], [0.0, 0.0, 0.0], [0.0, 0.0, 0.0], [0.1, 0.0, 0.0], [-0.2, 0.0, -0.2], [0.1, 0.1, 0.0], [-0.1, 0.0, 0.0], [0.3, -0.1, 0.0], [-0.1, 0.3, 0.1], [-0.2, 0.0, 0.3], [0.1, 0.0, 0.2], [-0.1, -0.1, 0.0], [0.1, 0.1, -0.3], [0.1, -0.3, 0.0], [-0.1, 0.1, 0.1], [0.0, 0.0, 0.0], [0.0, 0.0, 0.0], [0.0, 0.0, 0.0], [0.0, 0.0, 0.0], [0.0, 0.0, 0.0], [0.0, 0.0, 0.0], [0.0, 0.0, 0.0], [0.1, 0.0, 0.0], [0.0, 0.0, 0.0], [0.0, 0.0, 0.0], [0.0, 0.0, 0.0], [0.0, 0.0, 0.0], [0.0, 0.0, 0.0], [0.0, 0.0, 0.0], [0.0, 0.0, 0.0], [0.0, -0.1, -0.1], [-0.3, 0.2, 0.3], [-0.1, -0.5, 0.0], [0.0, 0.3, 0.0], [0.2, 0.0, 0.0], [0.1, 0.0, 0.0], [0.0, -0.1, 0.0], [0.1, 0.1, -0.1], [0.4, 0.1, -0.5], [-0.1, 0.0, 0.4], [0.1, -0.1, 0.0], [0.0, 0.0, 0.0], [0.0, 0.0, 0.0], [-0.1, 0.0, 0.0], [0.0, 0.0, 0.0], [0.0, 0.0, 0.0], [0.0, 0.0, 0.0], [0.0, 0.0, 0.0], [0.0, 0.0, 0.0], [0.0, 0.0, 0.0], [0.0, 0.0, 0.0], [0.0, 0.0, 0.0], [0.3, 0.6, -0.7], [0.0, -0.2, 1.5], [-0.2, 0.1, -0.5]],
  "mol_weight_da": 714.55,
  "e_homo_ha": [-0.2418, -0.2893],
  "multiplicity": 3,
  "de_lowest_ev": 0.486,
  "s_squared": 2.010
}



[3]
{
  "formula": "C42H41BrN4P2Re",
  "method": "ωB97M-V with the def2-TZVPD basis set",
  "elements": ["Re", "C", "N", "C", "P", "C", "C", "C", "C", "C", "C", "C", "C", "C", "C", "C", "C", "C", "C", "C", "C", "C", "C", "P", "C", "C", "C", "C", "C", "C", "C", "C", "C", "C", "C", "C", "H", "H", "H", "H", "H", "H", "H", "H", "H", "H", "H", "H", "H", "H", "H", "H", "H", "H", "H", "H", "H", "H", "H", "H", "H", "H", "H", "H", "H", "Br", "C", "C", "C", "C", "N", "C", "H", "H", "H", "H", "C", "C", "C", "C", "N", "N", "C", "H", "H", "H", "H", "H", "H", "H", "H"],
  "positions_angstrom": [[-0.8362, -0.4862, -1.0034], [0.4095, 1.2690, 1.6921], [1.8072, 1.0828, 1.3475], [2.2537, -0.1634, 0.8193], [1.5870, -0.6354, -0.9045], [2.1681, -2.3397, -1.1466], [3.5006, -2.6601, -1.4174], [3.8427, -3.9682, -1.7169], [2.8692, -4.9606, -1.7596], [1.5412, -4.6486, -1.4946], [1.1989, -3.3451, -1.1966], [2.6015, 0.2413, -2.1317], [2.5035, -0.2568, -3.4401], [3.2997, 0.2665, -4.4408], [4.1981, 1.2834, -4.1431], [4.2879, 1.7864, -2.8509], [3.4837, 1.2786, -1.8418], [2.7002, 2.0775, 1.6923], [2.3055, 3.4361, 1.6792], [3.1945, 4.4371, 1.9929], [4.5152, 4.1337, 2.3340], [4.9059, 2.7959, 2.4051], [4.0269, 1.7834, 2.0969], [-0.7338, -0.1884, 1.4060], [-2.4099, 0.2213, 1.9488], [-2.8866, 1.4699, 2.3447], [-4.2099, 1.5862, 2.7457], [-5.0587, 0.4877, 2.7124], [-4.5871, -0.7511, 2.2950], [-3.2648, -0.8889, 1.9263], [-0.2331, -1.4488, 2.6212], [0.4444, -2.6295, 2.3132], [0.7592, -3.5195, 3.3262], [0.4062, -3.2365, 4.6378], [-0.2525, -2.0543, 4.9462], [-0.5891, -1.1629, 3.9444], [-0.0217, 2.0956, 1.1112], [0.3350, 1.5434, 2.7547], [1.9391, -0.9800, 1.4839], [3.3424, -0.1650, 0.7369], [4.2615, -1.8944, -1.4041], [4.8721, -4.2162, -1.9264], [3.1418, -5.9735, -2.0171], [0.7810, -5.4143, -1.5340], [0.1613, -3.0744, -1.0074], [1.8238, -1.0718, -3.6626], [3.2286, -0.1217, -5.4461], [4.8382, 1.6764, -4.9189], [4.9947, 2.5707, -2.6271], [3.5662, 1.6776, -0.8414], [1.3133, 3.7041, 1.3536], [2.8774, 5.4674, 1.9409], [5.2211, 4.9238, 2.5410], [5.9026, 2.5539, 2.7417], [4.3403, 0.7633, 2.2589], [-2.2393, 2.3350, 2.3861], [-4.5748, 2.5393, 3.0967], [-6.0868, 0.5883, 3.0264], [-5.2412, -1.6082, 2.2783], [-2.8676, -1.8570, 1.6481], [0.7086, -2.8648, 1.2901], [1.2634, -4.4430, 3.0907], [0.6329, -3.9437, 5.4204], [-0.5213, -1.8310, 5.9673], [-1.1382, -0.2649, 4.1925], [-2.8993, 4.8226, 0.0710], [-1.7911, 3.7586, -1.0462], [-1.0829, 4.2892, -2.1276], [-0.3145, 3.4301, -2.8940], [-0.2507, 2.0818, -2.5639], [-0.8965, 1.5823, -1.5051], [-1.6580, 2.4008, -0.7704], [-1.1258, 5.3450, -2.3481], [0.2260, 3.8016, -3.7521], [0.3322, 1.4002, -3.1710], [-2.1808, 1.9687, 0.0761], [-6.2236, 0.2701, -2.4684], [-4.9881, -0.4099, -2.0775], [-4.7190, -1.7794, -2.0118], [-3.4137, -1.9007, -1.5691], [-2.8686, -0.6752, -1.3886], [-3.8535, 0.2130, -1.6907], [-2.6627, -3.1429, -1.2725], [-7.0566, -0.4290, -2.4274], [-6.1735, 0.6212, -3.5042], [-6.4372, 1.1358, -1.8420], [-5.3849, -2.5850, -2.2362], [-3.7300, 1.2117, -1.5940], [-3.2902, -3.8244, -0.7014], [-1.7685, -2.9202, -0.6701], [-2.3911, -3.6750, -2.1851]],
  "forces_ev_per_a": [[0.3, 0.6, 1.5], [-1.1, -0.2, 0.1], [1.1, -0.1, 0.3], [0.6, 0.9, 1.7], [-0.6, -0.8, -1.9], [-0.3, 0.1, 0.2], [-0.1, 0.1, 0.2], [0.0, 0.0, 0.0], [0.0, 0.1, 0.0], [-0.1, -0.1, 0.0], [0.0, 0.3, 0.1], [-0.1, 0.2, 0.2], [-0.1, 0.0, 0.2], [-0.1, 0.1, 0.0], [0.1, 0.1, 0.1], [0.0, 0.1, -0.1], [-0.1, -0.2, 0.0], [-0.3, -0.2, -0.4], [-0.2, 0.6, 0.1], [-0.6, -0.1, -0.2], [-0.1, -0.2, -0.1], [0.1, -0.4, 0.0], [0.6, -0.2, 0.0], [0.1, -0.3, -0.8], [0.2, 0.2, -0.1], [0.1, -0.3, 0.1], [-0.1, 0.1, 0.0], [0.1, 0.1, 0.0], [0.1, 0.0, 0.0], [0.2, 0.2, 0.0], [-0.1, 0.3, -0.3], [-0.1, 0.1, -0.1], [0.0, -0.1, 0.0], [0.0, 0.0, -0.1], [-0.1, 0.1, 0.1], [0.2, -0.1, -0.1], [0.2, 0.1, 0.1], [0.1, -0.1, -0.2], [-0.2, -0.1, -0.4], [-0.1, 0.1, -0.2], [0.1, 0.1, 0.0], [0.1, 0.0, 0.0], [0.0, -0.1, 0.0], [0.0, -0.1, 0.0], [0.0, -0.2, 0.0], [0.0, 0.0, 0.0], [0.0, 0.0, -0.1], [0.0, 0.0, 0.0], [0.1, 0.1, 0.0], [0.1, 0.1, 0.1], [-0.1, 0.1, 0.0], [0.0, 0.1, 0.0], [0.1, 0.1, 0.1], [0.1, -0.1, 0.0], [0.0, -0.1, 0.0], [0.1, 0.1, 0.0], [-0.1, 0.1, 0.0], [-0.1, 0.0, 0.0], [-0.1, -0.1, 0.0], [-0.1, -0.1, 0.0], [0.0, -0.1, -0.1], [0.1, -0.1, 0.0], [0.1, -0.1, 0.1], [0.0, 0.0, 0.1], [0.0, 0.0, 0.0], [0.4, -0.4, -0.4], [-0.1, -0.2, 0.2], [-0.1, -0.1, 0.3], [-0.2, -0.1, 0.1], [0.3, 0.2, -0.6], [0.2, -0.8, 0.2], [-0.5, 0.8, 0.4], [-0.1, 0.1, -0.1], [0.1, -0.1, 0.0], [0.0, 0.0, 0.1], [0.0, 0.0, -0.1], [-0.5, 0.4, -0.3], [0.7, -0.6, 0.2], [0.4, 0.3, 0.2], [-0.7, 0.0, -0.3], [0.4, -0.1, -0.2], [-0.5, 0.2, -0.3], [0.0, 0.1, -0.2], [0.0, 0.1, 0.1], [0.1, 0.0, 0.0], [0.0, 0.0, 0.0], [-0.3, -0.2, -0.1], [0.1, -0.2, 0.0], [0.1, 0.0, 0.2], [0.0, -0.2, 0.1], [0.2, 0.1, 0.0]],
  "total_charge": 4,
  "mol_weight_da": 929.88,
  "e_homo_ha": [-0.6759, -0.6681],
  "multiplicity": 2,
  "de_lowest_ev": 2.741,
  "s_squared": 0.765
}



[4]
{
  "formula": "C3H9NO2",
  "method": "ωB97M-V with the def2-TZVPD basis set",
  "elements": ["C", "C", "O", "N", "C", "O", "H", "H", "H", "H", "H", "H", "H", "H", "H"],
  "positions_angstrom": [[0.5372, -0.1457, 0.3387], [1.7142, 0.3261, -0.5036], [2.8010, -0.5662, -0.3909], [-0.6278, 0.7561, 0.3401], [-1.8554, 0.0195, 0.4933], [-2.1740, -0.8516, -0.5980], [0.3004, -1.1673, 0.0099], [0.8834, -0.2889, 1.3630], [1.9880, 1.3571, -0.2424], [1.3975, 0.3917, -1.5425], [2.8967, -0.7799, 0.5475], [-0.6553, 1.1631, -0.5906], [-1.8270, -0.5914, 1.3971], [-2.6834, 0.7201, 0.6021], [-2.6956, -0.3427, -1.2238]],
  "forces_ev_per_a": [[0.1, -0.6, 0.2], [-0.6, 0.6, 0.2], [0.0, 0.0, 0.1], [0.5, -0.6, -0.5], [-0.6, 0.1, 0.0], [0.2, 0.0, 0.2], [-0.2, 0.2, -0.2], [0.0, 0.3, 0.3], [0.1, -0.1, 0.2], [0.2, -0.4, -0.3], [0.1, 0.0, -0.2], [-0.1, 0.3, 0.1], [0.2, 0.0, -0.1], [0.0, 0.2, 0.1], [0.0, -0.1, -0.1]],
  "mol_weight_da": 91.11,
  "e_homo_ha": -0.3521,
  "smiles": "OCCNCO",
  "de_lowest_ev": 1.726
}